18
Properties=species:S:1:pos:R:3:mulliken_charge:R:1 method="wB97M-V/def2-TZVPD" e_lumo_ev=-2.91 charge=+1
O 2.27 -0.03 -0.74 -0.57
C 1.53 -1.03 -0.01 -0.44
C 0.06 -0.93 -0.43 -0.60
N -0.31 0.48 -0.31 0.00
C -1.38 0.80 -1.44 -0.85
H 3.28 -0.13 -0.74 0.35
H 1.97 -2.09 -0.24 0.34
H 1.65 -0.91 1.00 0.35
H -0.43 -1.56 0.32 0.27
H -0.24 -1.38 -1.37 0.45
H 0.39 1.13 -0.52 0.36
H -0.64 0.68 0.65 0.32
H -1.01 1.48 -2.22 0.35
H -2.04 1.49 -0.91 0.38
H -1.96 -0.05 -1.84 0.34
H -0.89 -0.08 2.91 0.29
H -1.12 1.41 3.30 0.33
O -1.13 0.74 2.60 -0.66

11
Properties=species:S:1:pos:R:3:mulliken_charge:R:1 method="wB97M-V/def2-TZVPD" e_lumo_ev=1.00
C 0.98 0.92 -0.01 -0.67
N 1.96 -0.98 -1.01 -0.37
N -2.17 -0.59 0.22 -0.66
N 1.02 -0.19 -0.95 0.01
H 0.08 0.87 0.51 0.18
H 1.78 0.93 0.71 0.40
H 0.74 1.84 -0.57 0.24
H 2.78 -0.61 -0.39 0.21
H -2.70 -1.36 -0.17 0.21
H -2.81 0.13 0.56 0.21
H -1.66 -0.96 1.09 0.23

11
Properties=species:S:1:pos:R:3:mulliken_charge:R:1 method="wB97M-V/def2-TZVPD" e_lumo_ev=-0.13 smiles="O=C[C@H](F)CS"
C 0.09 1.08 0.14 -0.92
C -0.59 -0.17 0.57 0.42
C 0.34 -1.41 0.28 -0.03
H 1.09 0.15 -1.79 0.16
H -0.66 1.85 0.46 0.30
H 1.03 1.22 0.46 0.48
H -0.88 -0.35 1.58 0.29
H -0.28 -2.31 0.00 0.30
O 1.59 -1.17 0.20 -0.49
F -1.84 -0.25 -0.26 -0.31
S 0.11 1.35 -1.62 -0.18

183
Properties=species:S:1:pos:R:3:mulliken_charge:R:1 method="wB97M-V/def2-TZVPD" e_lumo_ev=-0.72
Ca 0.06 -1.52 4.04 1.43
As 0.12 -0.50 1.15 2.11
F 1.57 -0.18 0.19 -0.42
F -0.61 -1.36 -0.25 -0.38
F -1.26 -1.05 2.25 -0.86
F 0.77 0.35 2.61 -0.43
F -0.67 0.96 0.66 -0.38
F 0.96 -2.00 1.84 -0.68
As -1.83 -3.33 5.58 2.19
F -3.15 -4.23 4.87 -0.46
F -1.37 -4.75 6.44 -0.46
F -0.46 -2.32 6.16 -0.33
F -2.21 -1.85 4.55 -0.58
F -2.83 -2.65 6.88 -0.48
F -0.68 -3.78 4.22 -0.54
C 4.49 -6.00 2.25 -0.23
C 4.49 -7.03 1.32 -0.66
C 4.51 -6.68 -0.02 -0.23
C 4.68 -5.36 -0.37 -0.45
C 4.72 -4.36 0.59 0.30
C 4.71 -4.67 1.92 -1.16
H 4.42 -6.27 3.30 0.40
H 4.40 -8.06 1.64 0.37
H 4.30 -7.43 -0.79 0.38
H 4.60 -5.07 -1.42 0.21
H 4.72 -3.32 0.28 0.29
H 4.80 -3.90 2.67 0.90
C -7.62 1.30 -3.28 -0.38
C -6.30 1.04 -3.71 -0.90
C -5.54 0.17 -2.96 0.26
C -6.02 -0.37 -1.78 -0.33
C -7.32 -0.10 -1.37 -0.49
C -8.15 0.72 -2.13 -0.73
H -8.28 1.96 -3.85 0.35
H -5.86 1.42 -4.64 0.41
H -4.51 0.00 -3.26 0.41
H -5.41 -1.04 -1.18 0.50
H -7.67 -0.55 -0.45 0.41
H -9.20 0.86 -1.87 0.45
C 2.60 -1.41 6.07 -0.38
C 3.09 -0.78 4.93 0.04
C 3.19 -1.52 3.75 -0.34
C 2.82 -2.88 3.71 -0.65
C 2.30 -3.50 4.84 -0.78
C 2.25 -2.77 6.04 -0.63
H 2.53 -0.86 7.01 0.46
H 3.41 0.26 4.97 0.31
H 3.57 -1.09 2.82 0.51
H 2.83 -3.40 2.76 0.88
H 1.94 -4.53 4.78 0.40
H 1.92 -3.21 6.98 0.37
C -5.89 3.47 -0.52 0.55
C -7.15 3.82 -0.04 -0.37
C -7.25 4.72 1.00 -0.65
C -6.13 5.43 1.41 -0.42
C -4.90 5.22 0.83 -0.45
C -4.79 4.20 -0.09 -0.50
H -5.74 2.78 -1.35 -0.13
H -8.05 3.37 -0.48 0.41
H -8.21 4.96 1.44 0.40
H -6.21 6.11 2.25 0.38
H -4.02 5.73 1.21 0.40
H -3.80 3.95 -0.48 0.37
C -0.25 5.64 2.39 -0.68
C -1.27 4.71 2.27 -0.82
C -1.27 3.82 1.22 -0.04
C -0.45 4.09 0.13 -0.73
C 0.57 5.01 0.20 -0.59
C 0.69 5.75 1.38 -0.28
H -0.14 6.22 3.30 0.40
H -1.98 4.56 3.08 0.50
H -2.03 3.05 1.15 0.64
H -0.53 3.44 -0.74 0.53
H 1.31 5.08 -0.59 0.63
H 1.55 6.38 1.53 0.43
C -4.89 0.44 2.52 -0.72
C -4.89 -0.81 3.14 -0.44
C -4.88 -0.91 4.52 -0.50
C -4.84 0.30 5.24 -0.48
C -4.69 1.54 4.59 -0.45
C -4.66 1.61 3.21 -0.31
H -4.85 0.48 1.44 0.59
H -4.91 -1.69 2.51 0.47
H -4.92 -1.86 5.05 0.54
H -4.76 0.23 6.33 0.38
H -4.60 2.44 5.20 0.39
H -4.51 2.55 2.67 0.61
C -4.29 -2.73 -5.11 -0.42
C -3.23 -2.46 -4.27 -0.63
C -3.40 -2.73 -2.90 0.36
C -4.55 -3.33 -2.37 -0.58
C -5.52 -3.77 -3.26 -0.71
C -5.39 -3.43 -4.61 -0.50
H -4.28 -2.44 -6.15 0.42
H -2.37 -1.96 -4.69 0.43
H -2.59 -2.50 -2.21 0.41
H -4.64 -3.45 -1.29 0.47
H -6.39 -4.34 -2.93 0.43
H -6.12 -3.78 -5.33 0.38
C 4.00 4.58 -5.03 -0.51
C 2.83 5.33 -5.01 -0.51
C 1.64 4.74 -4.64 -0.45
C 1.64 3.42 -4.25 -0.34
C 2.81 2.69 -4.26 -0.06
C 4.02 3.27 -4.62 -0.58
H 4.92 5.04 -5.38 0.36
H 2.81 6.37 -5.32 0.37
H 0.72 5.32 -4.65 0.40
H 0.69 2.92 -4.06 0.37
H 2.80 1.67 -3.91 0.53
H 4.94 2.70 -4.62 0.42
C 6.04 2.22 2.64 -0.55
C 5.76 2.53 3.99 -0.45
C 4.93 3.58 4.31 -0.34
C 4.25 4.24 3.28 -0.43
C 4.28 3.75 1.98 -0.40
C 5.21 2.74 1.66 -0.27
H 6.82 1.51 2.38 0.38
H 6.36 2.09 4.79 0.44
H 4.84 3.93 5.33 0.43
H 3.52 5.00 3.55 0.34
H 3.61 4.15 1.23 0.45
H 5.32 2.37 0.65 0.42
C -1.92 2.18 -5.48 -0.88
C -1.09 1.08 -5.33 -0.35
C -1.02 0.37 -4.15 -0.53
C -1.74 0.76 -3.03 0.52
C -2.66 1.80 -3.18 -0.87
C -2.74 2.48 -4.40 -0.59
H -1.93 2.79 -6.38 0.48
H -0.43 0.77 -6.13 0.32
H -0.26 -0.40 -4.06 0.63
H -1.50 0.29 -2.08 0.11
H -3.22 2.21 -2.33 0.62
H -3.43 3.32 -4.47 0.51
C 5.35 -0.03 -5.04 0.14
C 3.98 -0.23 -5.23 -0.50
C 3.32 0.11 -6.39 -0.41
C 4.09 0.65 -7.39 -0.46
C 5.44 0.94 -7.18 -0.27
C 6.12 0.58 -6.02 -0.71
H 5.77 -0.16 -4.04 0.18
H 3.37 -0.62 -4.42 0.55
H 2.24 -0.01 -6.49 0.39
H 3.62 0.99 -8.31 0.36
H 6.00 1.41 -7.99 0.37
H 7.16 0.84 -5.88 0.39
C 1.05 2.10 5.62 -0.66
C 0.77 1.28 6.71 -0.45
C -0.44 0.59 6.79 -0.45
C -1.42 0.86 5.85 -0.15
C -1.13 1.64 4.72 -0.09
C 0.13 2.21 4.57 -0.31
H 2.02 2.61 5.54 0.51
H 1.51 1.17 7.50 0.51
H -0.67 -0.04 7.65 0.43
H -2.43 0.48 5.97 -0.16
H -1.90 1.79 3.96 0.27
H 0.34 2.80 3.68 0.52
C 5.27 -2.55 -2.27 -0.09
C 4.27 -1.77 -1.69 -0.90
C 4.66 -0.62 -0.99 0.39
C 5.98 -0.18 -0.97 -0.40
C 6.93 -0.88 -1.71 -0.77
C 6.58 -2.11 -2.29 -0.79
H 5.03 -3.42 -2.88 0.50
H 3.23 -2.08 -1.75 0.57
H 3.91 0.02 -0.53 0.41
H 6.25 0.71 -0.40 0.15
H 7.96 -0.54 -1.76 0.40
H 7.33 -2.69 -2.82 0.44
C 1.00 -6.52 -1.76 -0.25
C -0.07 -6.46 -2.62 -0.66
C -1.26 -5.95 -2.14 -0.35
C -1.38 -5.51 -0.83 -0.58
C -0.30 -5.55 0.04 -0.44
C 0.90 -6.09 -0.45 0.16
H 1.97 -6.84 -2.15 0.31
H 0.05 -6.74 -3.66 0.38
H -2.14 -5.92 -2.79 0.39
H -2.35 -5.15 -0.53 0.40
H -0.45 -5.25 1.08 0.60
H 1.83 -6.00 0.12 0.04

no.,HOMO energy (hartree),maximum force (eV/A),HOMO-LUMO gap (eV)
1,-0.54051,4.73,11.8
2,-0.32697,2.27,9.9
3,-0.33974,5.60,9.1
4,-0.32974,2.45,8.3